Record 1
DFT (ωB97M-V with the def2-TZVPD basis set) results for 2 unconnected molecules or ions with the total composition C3H6Cl2OSi.

```
13
Properties=species:S:1:pos:R:3:mulliken_charge:R:1
C -0.89 2.55 -1.25 -0.561
C -1.36 1.37 -0.88 -0.379
C 0.23 -2.40 1.10 -0.543
O 0.84 -1.15 1.30 -0.119
Si 0.95 -0.01 0.21 0.538
Cl 2.20 1.29 1.04 -0.209
Cl 1.72 -0.79 -1.58 -0.271
H -1.69 3.20 -1.50 0.294
H -0.02 3.02 -0.80 0.224
H -2.29 0.93 -0.83 0.327
H 0.01 -2.76 2.17 0.193
H 1.01 -3.07 0.56 0.225
H -0.71 -2.17 0.47 0.280
```

Computed properties:
Maximum force = 5.357 eV Å⁻¹
HOMO (alpha / beta) = -8.49 / -8.50 eV
LUMO energy (alpha / beta) = -0.012 / -0.012 Ha
E_tot = -1403.004575 a.u.

=====

Record 2
DFT (ωB97M-V with the def2-TZVPD basis set) results for a molecular structure, C3H6ClF.

```
11
Properties=species:S:1:pos:R:3:mulliken_charge:R:1
C -2.47 -0.15 -0.01 -0.939
C -1.06 -0.88 -0.05 -0.305
C 0.05 0.23 0.42 0.001
H -3.57 -0.33 -0.78 0.277
H -2.83 -0.06 0.97 0.302
H -2.22 1.07 -0.67 0.198
H -0.86 -1.71 0.77 0.303
H -0.74 -1.22 -1.18 0.277
H 0.05 0.73 1.43 0.354
F 0.15 1.41 -0.16 -0.241
Cl 1.75 -0.38 -0.07 -0.225
```

Computed properties:
Maximum force = 6.310 eV Å⁻¹
HOMO = -10.75 eV
LUMO energy = 0.031 Ha
E_tot = -677.829817 a.u.

=====

Record 3
DFT (ωB97M-V with the def2-TZVPD basis set) results for a molecular structure, C3H6ClF.

```
11
Properties=species:S:1:pos:R:3:mulliken_charge:R:1
C 0.61 -1.30 1.80 -0.678
C 0.07 0.03 1.29 -0.617
C -0.14 -0.19 -0.37 0.102
H 1.63 -0.50 2.85 0.200
H -0.51 -2.04 2.21 0.234
H 1.51 -1.78 0.73 0.239
H -0.81 0.35 1.75 0.436
H 0.78 0.99 1.13 0.297
H -0.37 -1.31 -0.81 0.212
F 1.16 -0.16 -0.75 -0.254
Cl -0.94 0.85 -1.03 -0.170
```

Computed properties:
Maximum force = 13.997 eV Å⁻¹
HOMO = -9.51 eV
LUMO energy = 0.013 Ha
E_tot = -677.675732 a.u.

=====

Record 4
DFT (ωB97M-V with the def2-TZVPD basis set) results for a single C3H6ClFN2 molecule.

```
13
Properties=species:S:1:pos:R:3:mulliken_charge:R:1
C -0.80 -0.21 0.14 0.545
C 0.41 0.58 -0.22 -0.797
C 1.72 0.16 0.43 0.081
H -2.72 -0.52 -0.67 0.195
H -1.68 0.42 -1.58 0.165
H -1.69 -1.39 1.37 0.197
H 0.23 1.66 0.04 0.284
H 0.57 0.56 -1.27 0.395
H 1.64 -0.05 1.47 0.367
N -1.78 -0.12 -0.79 -0.377
N -0.82 -0.86 1.24 -0.613
F 2.62 1.10 0.20 -0.238
Cl 2.31 -1.32 -0.36 -0.206
```

Computed properties:
Maximum force = 3.037 eV Å⁻¹
HOMO = -9.60 eV
SMILES = [H]/N=C(\N)C[C@H](F)Cl
LUMO energy = 0.029 Ha
E_tot = -787.483501 a.u.

=====

Record 5
DFT (ωB97M-V with the def2-TZVPD basis set) results for a single C3H6ClFN2O molecule.

```
14
Properties=species:S:1:pos:R:3:mulliken_charge:R:1
C -1.60 -1.19 0.04 -0.727
C 0.42 0.01 0.21 0.539
C 1.88 0.03 0.68 -0.055
H -1.80 -0.74 -0.95 0.245
H -2.34 -0.80 0.78 0.253
H -1.74 -2.28 -0.04 0.308
H 0.84 1.68 -0.84 0.297
H -1.63 1.42 -1.09 0.330
H 2.08 -0.68 1.47 0.325
N -0.27 -1.01 0.53 -0.443
N 0.10 0.99 -0.73 -0.296
O -1.02 1.72 -0.39 -0.385
F 2.14 1.32 1.04 -0.228
Cl 2.94 -0.46 -0.71 -0.164
```

Computed properties:
Maximum force = 2.098 eV Å⁻¹
HOMO = -9.79 eV
SMILES = C/N=C(\NO)[C@H](F)Cl
LUMO energy = 0.024 Ha
E_tot = -862.640973 a.u.

=====

Record 6
DFT (ωB97M-V with the def2-TZVPD basis set) results for 2 unconnected molecules or ions with the total composition C3H6ClN.

```
11
Properties=species:S:1:pos:R:3:mulliken_charge:R:1
C -0.39 1.80 -0.24 -0.298
C -0.24 -1.47 -0.23 -1.213
C 0.62 -0.26 0.13 0.339
N 0.26 0.81 -0.62 -0.313
Cl 2.35 -0.54 0.09 -0.160
H -0.72 2.46 -0.95 0.312
H -0.91 1.86 0.83 0.176
H -0.93 -1.69 0.49 0.260
H -0.79 -1.13 -1.03 0.404
H 0.43 -2.23 -0.53 0.381
H 0.32 0.39 2.04 0.111
```

Computed properties:
Maximum force = 3.924 eV Å⁻¹
HOMO (alpha / beta) = -8.68 / -8.68 eV
LUMO energy (alpha / beta) = -0.001 / -0.001 Ha
E_tot = -632.685693 a.u.

=====

Record 7
DFT (ωB97M-V with the def2-TZVPD basis set) results for a single C3H6ClN molecule.

```
11
Properties=species:S:1:pos:R:3:mulliken_charge:R:1
C -0.66 -0.10 0.47 0.004
C 0.14 1.07 -0.01 -0.449
C 0.20 -0.98 -0.10 -0.407
H -1.03 0.13 1.44 0.352
H 0.95 1.32 0.74 0.251
H -0.52 1.90 -0.59 0.272
H 1.76 -0.18 -0.83 0.268
H -0.37 -1.88 -0.50 0.281
H 0.89 -1.33 0.80 0.192
N 0.80 0.05 -0.99 -0.534
Cl -2.15 0.00 -0.43 -0.231
```

Computed properties:
Maximum force = 8.240 eV Å⁻¹
HOMO = -9.52 eV
SMILES = ClC1CNC1
LUMO energy = 0.030 Ha
E_tot = -632.745914 a.u.

=====

Record 8
DFT (ωB97M-V with the def2-TZVPD basis set) results for a molecular structure, C3H6ClN.

```
11
Properties=species:S:1:pos:R:3:mulliken_charge:R:1
C 0.72 -0.01 0.50 0.036
C -0.19 -1.10 -0.02 -0.477
C -0.25 1.12 -0.09 -0.469
H 0.96 0.05 1.57 0.303
H -0.75 -1.67 0.72 0.244
H 0.33 -1.84 -0.77 0.212
H -1.80 -0.07 -0.95 0.179
H 0.34 1.95 -0.60 0.239
H -0.84 1.63 0.67 0.233
N -0.86 -0.05 -0.69 -0.263
Cl 2.33 -0.01 -0.34 -0.237
```

Computed properties:
Maximum force = 2.714 eV Å⁻¹
HOMO = -8.82 eV
LUMO energy = 0.038 Ha
E_tot = -632.791489 a.u.

=====

Record 9
DFT (ωB97M-V with the def2-TZVPD basis set) results for a single C3H6ClN molecule.

```
11
Properties=species:S:1:pos:R:3:mulliken_charge:R:1
C 1.20 -0.61 0.36 -0.438
C 0.09 -0.10 -0.49 -0.079
C -0.97 0.76 0.23 -0.371
H 1.12 -1.68 0.25 0.327
H 1.13 -0.34 1.36 0.283
H 0.33 0.22 -1.55 0.337
H -1.45 1.66 -0.24 0.235
H -0.97 0.90 1.32 0.188
H -1.84 -0.47 -1.02 0.258
N -1.35 -0.53 -0.09 -0.529
Cl 2.71 0.18 -0.12 -0.211
```

Computed properties:
Maximum force = 4.051 eV Å⁻¹
HOMO = -9.90 eV
SMILES = ClC[C@@H]1CN1
LUMO energy = 0.041 Ha
E_tot = -632.788208 a.u.

=====

Record 10
DFT (ωB97M-V with the def2-TZVPD basis set) results for a gas-phase ion, C3H6ClN2O2 (charge +1).

```
14
Properties=species:S:1:pos:R:3:mulliken_charge:R:1
C 0.61 0.31 -0.26 0.972
C -1.07 0.30 -0.26 0.042
C 1.14 1.47 0.37 -1.603
N -1.78 -0.78 -0.06 0.789
N 1.27 -0.79 -0.48 -0.318
O -0.95 -1.92 0.13 -0.521
O -2.95 -0.93 0.09 -0.567
Cl -1.78 1.85 -0.19 -0.093
H 1.12 2.34 -0.10 0.486
H 2.15 1.35 0.70 0.400
H 0.63 1.77 1.29 0.419
H 0.84 -1.53 -1.01 0.288
H 2.32 -0.77 -0.62 0.326
H -1.54 -2.65 0.39 0.380
```

Computed properties:
Maximum force = 5.412 eV Å⁻¹
HOMO (alpha / beta) = -13.72 / -13.72 eV
SMILES = C/C(N)=C(\Cl)[N+](=O)O
Charge = +1
LUMO energy (alpha / beta) = -0.202 / -0.202 Ha
E_tot = -837.674769 a.u.

=====

Record 11
DFT (ωB97M-V with the def2-TZVPD basis set) results for a single C3H6ClNO molecule.

```
12
Properties=species:S:1:pos:R:3:mulliken_charge:R:1
C -0.45 -0.09 -0.85 0.848
C -0.53 1.28 -0.33 -1.033
C 0.89 -0.66 1.26 -0.660
N -0.95 -0.48 -1.91 -0.438
O 0.35 -1.14 0.08 -0.377
Cl -0.82 -2.09 -2.41 -0.077
H -0.96 1.92 -1.09 0.308
H -1.14 1.31 0.57 0.301
H 0.47 1.65 -0.08 0.316
H 0.13 -0.26 1.94 0.269
H 1.67 0.10 1.09 0.287
H 1.35 -1.53 1.73 0.256
```

Computed properties:
Maximum force = 4.983 eV Å⁻¹
HOMO = -9.91 eV
SMILES = CO/C(C)=N\Cl
LUMO energy = 0.031 Ha
E_tot = -708.016176 a.u.

=====

Record 12
DFT (ωB97M-V with the def2-TZVPD basis set) results for a single C3H6ClNO2 molecule.

```
13
Properties=species:S:1:pos:R:3:mulliken_charge:R:1
C -1.05 0.44 -1.65 0.460
C -0.72 -0.29 -0.28 -0.251
C 0.99 -0.43 1.43 -0.372
N 0.32 0.41 0.45 -0.327
O -2.15 0.42 -2.13 -0.540
O -0.01 0.94 -2.26 -0.446
Cl 2.50 0.41 1.89 -0.191
H -0.26 -1.36 -0.46 0.263
H -1.75 -0.41 0.33 0.261
H 0.48 -0.64 2.34 0.321
H 1.13 -1.50 0.95 0.263
H -0.18 1.02 1.04 0.195
H 0.69 1.00 -1.66 0.364
```

Computed properties:
Maximum force = 3.076 eV Å⁻¹
HOMO = -10.38 eV
SMILES = O=C(O)CNCCl
LUMO energy = 0.021 Ha
E_tot = -783.318987 a.u.

=====

Record 13
DFT (ωB97M-V with the def2-TZVPD basis set) results for a single C3H6ClNO2 molecule.

```
13
Properties=species:S:1:pos:R:3:mulliken_charge:R:1
C 0.47 0.48 1.60 -1.213
C 0.27 0.37 0.14 0.830
C 0.44 1.67 -0.54 -1.442
H 0.25 -0.45 2.37 0.288
H 1.47 0.87 1.86 0.361
H -0.12 1.40 2.18 0.291
H 1.59 2.04 -0.41 0.283
H 0.34 1.50 -1.40 0.639
H -0.42 2.45 -0.33 0.293
N -1.19 -0.23 -0.10 0.962
O -1.89 0.41 -0.70 -0.554
O -1.40 -1.31 0.42 -0.561
Cl 1.44 -0.83 -0.50 -0.177
```

Computed properties:
Maximum force = 13.225 eV Å⁻¹
HOMO = -11.04 eV
SMILES = CC(C)(Cl)[N+](=O)[O-]
LUMO energy = 0.017 Ha
E_tot = -783.151194 a.u.

=====

Record 14
DFT (ωB97M-V with the def2-TZVPD basis set) results for 2 unconnected molecules or ions with the total composition C3H6ClNO2.

```
13
Properties=species:S:1:pos:R:3:mulliken_charge:R:1
C 0.27 0.55 1.55 -0.968
C -1.05 0.60 -1.54 -0.505
C 0.94 -0.01 0.28 -0.252
N 0.59 -1.25 -0.07 0.950
O 1.31 -1.76 -0.97 -0.646
O -0.38 -1.82 0.38 -0.577
Cl -1.72 -0.95 -1.44 -0.012
H 1.02 0.33 2.28 0.340
H 0.20 1.71 1.68 0.281
H -0.82 0.20 1.57 0.276
H -0.50 0.66 -2.44 0.371
H -1.63 1.35 -0.96 0.304
H 1.79 0.40 -0.33 0.437
```

Computed properties:
Maximum force = 3.727 eV Å⁻¹
HOMO (alpha / beta) = -8.64 / -9.24 eV
LUMO energy (alpha / beta) = -0.057 / -0.027 Ha
E_tot = -783.082386 a.u.

=====

Record 15
DFT (ωB97M-V with the def2-TZVPD basis set) results for a molecular structure, C3H6ClNOS.

```
13
Properties=species:S:1:pos:R:3:mulliken_charge:R:1
C 1.49 -0.77 0.43 -0.499
C 0.60 -0.80 -0.73 0.076
C 1.32 0.76 0.11 -0.293
N 0.52 0.41 -1.03 -0.662
O -2.05 1.09 0.34 -0.431
S -3.62 0.80 0.03 0.172
Cl -3.62 -1.28 -0.15 -0.180
H 0.82 -1.00 1.26 0.198
H 2.48 -1.08 0.51 0.364
H -1.41 0.88 -0.32 0.399
H 0.33 -1.66 -1.32 0.390
H 0.76 1.47 0.82 0.200
H 2.36 1.16 0.04 0.266
```

Computed properties:
Maximum force = 4.358 eV Å⁻¹
HOMO = -8.95 eV
LUMO energy = 0.004 Ha
E_tot = -1106.179137 a.u.

=====

Record 16
DFT (ωB97M-V with the def2-TZVPD basis set) results for a single C3H6ClNOS molecule.

```
13
Properties=species:S:1:pos:R:3:mulliken_charge:R:1
C 2.13 0.98 -0.25 -0.299
C 0.59 1.26 -0.21 -0.434
C -1.72 -0.86 -0.25 -0.173
H 2.81 1.32 -1.08 0.372
H 2.48 1.34 0.79 0.233
H 0.19 1.01 -1.23 0.304
H 0.60 2.28 0.13 0.319
H 0.34 -1.52 0.03 0.314
H -1.85 -2.05 -0.64 0.213
N -0.57 -0.73 0.37 -0.163
O -0.20 0.56 0.78 -0.191
S -3.04 0.15 -0.12 -0.260
Cl 2.57 -0.74 -0.04 -0.233
```

Computed properties:
Maximum force = 5.739 eV Å⁻¹
HOMO = -8.25 eV
SMILES = S=CNOCCCl
LUMO energy = 0.017 Ha
E_tot = -1106.137958 a.u.

=====

Record 17
DFT (ωB97M-V with the def2-TZVPD basis set) results for 2 unconnected molecules or ions with the total composition C3H6ClPS2.

```
13
Properties=species:S:1:pos:R:3:mulliken_charge:R:1
C -0.01 -0.99 1.27 -0.835
C -0.69 -0.16 0.46 -0.361
C -1.38 -0.78 -0.75 -0.947
P 1.67 1.44 -0.33 0.653
S 2.41 0.30 -1.70 -0.255
S 2.28 1.81 1.47 -0.264
Cl 0.53 2.90 -1.07 -0.143
H 0.39 -0.46 2.10 0.306
H 0.17 -2.10 1.25 0.233
H -0.82 0.88 0.52 0.818
H -1.31 -0.14 -1.65 0.219
H -2.47 -1.04 -0.66 0.274
H -0.78 -1.65 -0.92 0.302
```

Computed properties:
Maximum force = 3.844 eV Å⁻¹
HOMO = -9.55 eV
LUMO energy = -0.058 Ha
E_tot = -1715.820203 a.u.

=====

Record 18
DFT (ωB97M-V with the def2-TZVPD basis set) results for a molecular structure, C3H6CrMgO4S.

```
16
Properties=species:S:1:pos:R:3:mulliken_charge:R:1
Cr -1.41 -0.82 -0.72 0.918
S -0.31 -0.04 -3.34 0.160
O 0.06 1.45 -2.73 -0.607
O -1.70 -0.52 -2.65 -0.780
O 0.27 -1.65 -0.31 -0.766
C 0.82 -1.39 0.94 -0.382
C 0.72 0.02 1.52 -0.350
O 0.34 1.00 0.56 -0.494
C -1.14 1.04 0.30 -0.673
Mg 1.15 0.93 -1.25 1.140
H 1.91 -1.56 0.80 0.311
H 0.39 -2.07 1.70 0.261
H 1.71 0.34 1.87 0.315
H 0.00 0.05 2.35 0.303
H -1.23 1.95 -0.32 0.255
H -1.59 1.28 1.28 0.388
```

Computed properties:
Maximum force = 2.230 eV Å⁻¹
HOMO (alpha / beta) = -6.31 / -6.60 eV
⟨S²⟩ = 6.027
LUMO energy (alpha / beta) = -0.065 / -0.069 Ha
Spin multiplicity = 5
E_tot = -2061.537253 a.u.

=====

Record 19
DFT (ωB97M-V with the def2-TZVPD basis set) results for a single C3H6F2N2 molecule.

```
13
Properties=species:S:1:pos:R:3:mulliken_charge:R:1
C 0.16 1.66 0.30 -0.779
C 0.04 -0.71 -0.51 0.594
C -0.61 -1.25 0.73 0.222
H -0.16 2.51 -0.30 0.296
H 1.06 1.88 0.91 0.262
H -0.56 1.33 1.01 0.304
H 0.97 0.74 -1.45 0.176
H 0.77 -1.12 -2.18 0.186
H -0.66 -2.34 0.67 0.203
N 0.50 0.55 -0.57 -0.235
N 0.26 -1.56 -1.45 -0.730
F -1.87 -0.80 0.97 -0.247
F 0.09 -0.89 1.86 -0.252
```

Computed properties:
Maximum force = 1.939 eV Å⁻¹
HOMO = -9.19 eV
SMILES = [H]/N=C(\NC)C(F)F
LUMO energy = 0.030 Ha
E_tot = -427.138030 a.u.